(1)
ORCA calculation (ωB97M-V/def2-TZVPD) on a molecular structure, C37H35BrN5O3P2S2Sr.

Geometry as ORCA input:
```
! wB97M-V def2-TZVPD RIJCOSX def2/J DEFGRID3
* xyz -1 1
C 1.52694 0.81402 -3.16471
C 0.69160 3.71286 2.93229
H -4.37736 -0.13458 3.88269
C -0.53828 -0.15481 4.11160
H 2.52848 -3.78788 4.46773
C 2.76496 0.19746 -3.07624
H 0.53817 -0.17360 4.19266
C -1.38167 4.31327 3.99794
H 1.76121 3.85803 2.82165
H 3.49064 1.65992 -0.41667
N -2.56259 -1.36773 -3.64649
H 4.61667 -3.46842 3.16734
N 0.64877 0.53474 -4.13744
H -3.02544 -0.87763 1.95567
C -2.67369 0.27005 5.12597
H -1.92880 4.89960 4.72696
C -1.28949 0.25587 5.20494
H 4.07323 -1.23807 -3.99984
C -2.81740 2.72444 -1.69072
C -3.68511 -1.66839 -4.29253
C 2.52722 -3.17033 3.57671
N -1.64827 -3.47362 -4.25578
C 1.35199 -2.55345 3.16841
H -2.62874 2.82353 -0.62204
C 0.03211 2.78774 2.12818
C -1.52003 -2.23886 -3.62779
H -0.76147 2.80946 -1.93170
C 1.00864 -0.35109 -5.03023
H -4.70213 -3.15606 -5.57211
H 1.22873 1.54341 -2.41459
O -0.46820 -1.97215 -3.04333
C 0.12420 0.39029 0.40071
H 2.44047 -1.74051 -5.83342
H -0.78845 0.57044 6.11266
C 2.22027 -1.02099 -5.05873
C 5.11854 0.84955 2.44857
H -5.54949 -1.03542 -4.72268
H -0.18611 -4.46383 -3.14914
P 0.88122 1.82950 0.80830
H 0.44392 -2.70941 3.74094
C 3.67682 -2.20845 1.70224
H 0.31571 -4.00269 -4.77975
C 1.32796 -1.75089 2.03249
C 2.50122 -1.59341 1.30010
H -2.78361 -4.72029 -5.45184
O -3.66011 0.55298 -1.23251
N -4.69017 -0.79719 -4.26268
H -1.86268 1.93754 1.62894
Br -0.26795 -0.76471 -6.40457
C -1.14667 -0.55798 2.92743
C 4.91023 1.08396 1.09458
P -0.18893 -0.92832 1.39448
H 5.73380 0.99038 0.39546
S -1.23875 -2.44687 0.49068
C -3.81663 1.58978 -1.94878
H 1.99762 1.47496 3.56844
H -0.82642 -5.35756 -4.55298
C 4.06173 0.99449 3.33368
H -3.12447 3.28476 3.27378
H 0.52682 5.17287 4.48982
C -1.34671 2.65281 2.25958
H 6.09887 0.56460 2.81210
H -1.59320 2.44180 -3.32591
H 4.58455 -2.06155 1.12789
Sr -1.50020 -0.25874 -1.52776
C -3.29570 -0.13944 3.95349
O -4.60410 1.68724 -2.91375
H 3.42332 0.44919 -2.25514
S 1.15914 3.21386 -0.66317
H 2.48232 -0.96189 0.41964
C 2.57541 1.57099 1.50745
C -2.77348 -3.75887 -4.95677
C -2.53898 -0.55537 2.86813
C 3.11555 -0.73364 -4.04033
C 2.80421 1.35084 2.86077
C -3.81089 -2.90428 -5.01783
H 4.20623 0.82517 4.39444
H -3.22591 3.65874 -2.08087
C 3.69523 -2.99656 2.84576
C -0.51289 -4.38386 -4.18264
H -3.26519 0.59732 5.97304
C -2.05156 3.41051 3.18367
N -1.55498 2.30090 -2.32457
H -4.64979 0.07911 -3.70329
C -0.00606 4.46347 3.86748
C 3.65400 1.44689 0.63384
*
```

Its HOMO energy is -4.27 eV.

(2)
ORCA calculation (ωB97M-V/def2-TZVPD) on a molecular structure, C37H35ClN2NdS2Si2.

Geometry as ORCA input:
```
! wB97M-V def2-TZVPD RIJCOSX def2/J DEFGRID3
* xyz 1 4
H 2.56778 -2.59646 -3.32866
H -4.00673 2.15780 0.15269
H -2.50043 -5.02106 -0.62925
H -2.30749 0.37772 0.35927
C -1.38422 3.73948 -1.35377
C 0.54805 3.74054 -6.15450
H -3.43747 4.30729 -0.98611
C 1.93121 -3.73493 -5.04892
C 1.11051 -3.79163 -6.17429
C 0.32684 -1.56071 -5.69129
H 0.42698 4.58420 -6.82624
Cl 1.81664 0.17601 0.72185
H 1.65613 0.04692 -1.79098
S -0.07737 3.99669 5.70793
H 2.76230 0.86675 7.98438
H -1.11558 4.70442 -1.79655
H 2.63115 3.45790 -6.61083
H -0.28533 -4.78447 0.48712
H -1.12028 -0.17985 6.01786
C -0.42330 2.72842 -1.24191
C 0.83495 1.51729 -4.43688
C 1.01803 2.88010 6.45996
C -1.93852 -1.03775 2.86697
H -0.68292 -0.19073 -3.12850
H 3.58060 -3.36152 5.01010
C 1.77942 3.09312 -6.03015
H 2.94004 -2.53433 3.54409
H -2.47617 -0.95789 1.92099
C -0.77586 1.45651 -0.75165
Si 0.36957 -0.00309 -0.99901
C -0.93880 3.27823 3.08485
H -1.49215 3.80340 -5.44822
N 0.63279 1.86454 4.41416
H -0.17645 -2.60220 5.27780
H -1.41836 4.24912 3.29088
H -1.24762 1.87514 -3.94962
C -2.55317 -2.95860 -1.28012
C 1.10183 -1.52124 -4.51607
C 0.31189 -2.69921 -6.49293
C -1.17809 -2.16620 3.30048
C -1.97252 -4.06781 -0.65364
H -2.35924 -0.89055 -1.80531
N 2.05913 -0.42701 4.98772
H -0.32119 -0.72147 -5.95424
H -1.01690 -3.08828 2.73408
C -0.72930 -1.91132 4.63541
C -2.04324 1.30003 -0.16226
C -1.87338 -1.73289 -1.30433
H -3.53417 -3.04906 -1.75412
C -0.39219 2.19907 -4.54786
C -0.53129 3.29723 -5.39779
C -3.00692 2.31049 -0.26506
C -0.02808 -2.71507 -0.09208
H 0.59343 2.91427 -1.58757
C 1.94011 -2.61277 -4.22139
C -0.14585 2.93598 4.30218
H 1.42394 2.99185 7.45844
H 2.53881 -4.60660 -4.79463
Nd 0.50333 -0.20854 3.14276
Si 0.75593 -0.04338 -3.43153
C 1.30680 1.79982 5.65887
C -2.68891 3.52088 -0.89465
H 2.91141 1.52613 -5.05379
H -1.72456 2.53030 2.87467
C 2.68254 0.21530 7.12657
H 0.96168 -2.64385 0.37157
H -0.36444 -2.74337 -7.34478
C -0.57364 -1.61368 -0.76903
C -1.95760 -0.08428 3.92926
C -0.72232 -3.93140 -0.03404
C 1.93509 1.99987 -5.16793
C -1.21498 -0.62251 5.02191
H -0.27694 3.36236 2.20168
H 1.06428 -4.69530 -6.78517
S 3.25695 -1.42539 7.05756
C 2.73858 -2.78431 4.59969
H -2.50893 0.85999 3.94448
H 1.82242 -3.39778 4.66002
C 2.62671 -1.54608 5.42212
C 2.05507 0.59943 5.95720
*
```

Its HOMO energy (alpha / beta) is -6.28 / -6.20 eV. The expectation value of S² is 3.77.

(3)
ORCA calculation (ωB97M-V/def2-TZVPD) on a molecular structure, C37H35I2IrN4O3S2Si.

Geometry as ORCA input:
```
! wB97M-V def2-TZVPD RIJCOSX def2/J DEFGRID3
* xyz 1 2
H -4.45260 -2.70341 -3.30156
C -4.25840 0.17646 -2.78659
C 0.92013 1.17053 5.42284
C 6.26436 2.91621 2.05150
H -3.51750 -0.15040 -6.08011
C -1.28464 0.32068 4.62853
C 0.98008 -5.24683 -3.08859
C 5.74474 2.76992 0.77681
Ir 1.35784 1.40250 -0.29634
H -0.45033 7.09221 1.17873
C 0.06419 -5.89870 -0.13650
N 2.30756 1.56550 1.52843
H 1.89641 2.29188 3.42286
C 5.50830 2.48520 3.13396
H -0.61638 -6.69653 -0.41686
C 4.46044 2.29161 0.60104
S -5.96393 -0.71223 -4.74825
C -0.64696 0.56804 1.95873
S -0.64568 -1.32190 -0.96261
C 1.63568 4.52649 0.48920
C 0.27977 1.19738 -1.92130
H 1.03572 -6.35023 0.03986
H 7.24726 3.33762 2.18964
H -1.69186 -3.36993 -2.76626
C 3.51547 -2.59514 -0.14049
N 0.79730 3.67090 -0.08049
O -0.46453 0.68626 0.69841
C -0.05375 0.86576 4.30737
H -1.58398 0.15243 5.65457
I 2.63027 7.01473 1.91571
C -1.95135 0.73644 -3.21114
C -0.71721 1.03522 -2.62229
C -3.35878 0.05492 -5.03343
H -5.68293 -3.58314 -2.35002
O -7.33463 -1.57181 -2.62464
H 3.79534 -0.50032 0.20213
C 0.96904 -1.83737 -0.73281
C -4.41491 -0.13176 -4.14039
C 0.31354 1.01232 2.94356
H 0.47177 0.87871 6.37974
H -2.22126 -3.76156 -1.13660
C 3.10607 -1.27879 -0.08968
C -0.96435 5.24038 0.20917
H 4.52191 -2.85756 0.13455
H 0.56760 3.06447 5.69425
H 1.94915 -5.68915 -2.88213
H 6.33493 3.04142 -0.08445
C -2.13102 0.47853 -4.57544
H 2.67506 4.24133 0.56765
H -5.09716 0.08454 -2.11346
C 1.22591 5.75933 0.97062
C -5.49690 -3.00336 -3.25166
C 1.30024 -3.19884 -0.87703
I 3.76478 2.12878 -1.43197
H -2.15891 -5.01299 -2.35794
H 2.90719 -4.58289 -0.65077
H -3.70782 -0.91261 1.95206
C -0.10169 6.13325 0.82649
H -2.51908 -0.84794 0.61834
C -1.89732 0.06960 2.42855
H 5.91196 2.53515 4.13288
Si 0.12896 -4.58482 -1.51579
H -2.00247 5.49102 0.06552
C -6.40506 -1.82956 -3.30481
H -1.30089 0.59540 -5.25570
H 3.70543 1.60816 3.80457
H -0.28558 -5.48839 0.80604
H -5.70265 -3.62075 -4.12564
C 1.53257 1.64831 2.62886
C -2.95939 -0.30533 1.45377
H -2.89015 0.85018 -1.28842
H 1.12789 -4.46220 -3.82410
C 2.60296 -3.55130 -0.56493
C -0.47905 4.01861 -0.22332
H -1.11807 3.29554 -0.70862
C -3.04184 0.61768 -2.33063
H 1.84029 0.59170 5.27930
C 3.61745 1.94608 1.67713
C -1.65638 -4.12424 -1.98724
O 1.32583 2.51984 5.46075
N 1.86861 -0.90187 -0.38397
N -2.15410 -0.05926 3.71184
H -3.43874 0.59128 1.05999
C 4.24154 1.98721 2.95021
H 0.36872 -6.01463 -3.55121
*
```

Its HOMO energy (alpha / beta) is -9.74 / -9.75 eV. The expectation value of S² is 0.75.

(4)
ORCA calculation (ωB97M-V/def2-TZVPD) on a molecular structure, C37H35N4O2P2RuS.

Geometry as ORCA input:
```
! wB97M-V def2-TZVPD RIJCOSX def2/J DEFGRID3
* xyz 3 5
C -0.31967 0.74949 5.32634
C 0.78929 -2.39434 1.79735
P -0.17734 -2.75024 -0.80461
N -2.01819 0.17082 3.74219
C 3.45680 0.70209 -2.44935
C -0.27527 4.73725 1.66802
C 2.95442 -4.47909 -3.72717
H -0.28886 -0.73744 -3.79097
C -4.13219 -0.02632 0.88087
H 2.75076 -3.49343 -0.50204
H -1.27798 3.43748 -1.30157
C 0.05820 -0.52983 -2.77978
C -0.81656 -1.29411 -1.76636
H 0.03270 -3.13188 2.03709
C -6.01849 -0.88245 -0.32502
N -7.63568 -2.12415 0.91263
H -2.00159 5.03000 0.42269
C 2.77967 -0.52847 1.20361
H -0.00794 0.86590 6.35319
O -3.08644 2.18763 1.67245
H 2.99373 -0.26308 -2.60629
H 3.59205 0.13914 0.93405
H 1.60924 -2.38207 3.78333
C -0.65443 3.61759 -0.43875
C 3.40480 3.00852 -1.70981
H -0.61051 5.43934 2.41968
C -4.85057 -0.17768 -0.32105
H 5.25445 0.07250 -3.41222
C 2.78090 1.75959 -1.82418
N 0.10659 0.87312 3.01553
C 2.43100 -3.66152 -1.52340
C 1.38026 3.19745 0.84803
H 6.37265 2.26577 -3.15470
C -4.57662 -0.59392 2.09048
C -1.60553 0.33039 4.99869
H 2.19464 -0.84704 -0.83897
C 2.66074 -1.02655 2.49937
H -1.69269 -1.68867 -2.28487
C 4.69386 3.18142 -2.18348
H 1.56049 4.29631 2.68644
O -2.46752 1.29832 -0.56408
H 3.35618 -0.71016 3.26617
C -1.06074 4.50875 0.53513
C -1.14908 0.45715 2.79196
H -1.00412 1.32862 -2.33942
H 2.39836 2.81030 0.90093
C 1.67674 -1.96756 2.78536
C 5.36756 2.12411 -2.78116
Ru 0.72141 0.87211 0.94497
S -2.71836 1.08730 0.83432
H -2.33203 0.10866 5.77127
H -6.59526 -1.00290 -1.23321
H 0.32608 1.53201 -3.50464
C 3.34022 -4.20629 -2.42525
H 5.16607 4.15082 -2.10118
H -8.19318 -2.23661 0.07399
C 4.74475 0.89086 -2.92223
H 1.33760 -4.45207 -5.13851
H -6.10938 -1.74870 3.02255
C 0.89423 -1.94034 0.48350
H -8.00349 -2.53353 1.76336
C 0.93571 4.08859 1.82780
C 1.91739 -1.00852 0.19027
H -0.28167 -3.50998 -3.55664
H -1.22098 -0.61449 -1.01690
C 0.73935 -3.68256 -3.23299
C 0.52829 1.00875 4.27751
C 1.12658 -3.38284 -1.92609
H 2.88260 3.85507 -1.28408
H -4.47655 0.27974 -1.22511
N -1.39718 0.33191 1.42347
H 1.08769 -0.88841 -2.76611
H 4.34680 -4.43178 -2.09817
C -6.49643 -1.46000 0.89876
C 0.58227 2.96712 -0.31313
P 1.09207 1.56342 -1.27966
C -5.73797 -1.30665 2.10671
C 0.00424 1.00626 -2.60301
H 3.66038 -4.90905 -4.42446
H 1.54782 1.34217 4.42803
C 1.64990 -4.22050 -4.12906
H -3.99705 -0.44863 2.99158
*
```

Its HOMO energy (alpha / beta) is -15.13 / -15.13 eV. The expectation value of S² is 6.08.

(5)
ORCA calculation (ωB97M-V/def2-TZVPD) on a molecular structure, C37H36AsN6O4SW.

Geometry as ORCA input:
```
! wB97M-V def2-TZVPD RIJCOSX def2/J DEFGRID3
* xyz 3 1
O -0.08585 -1.31113 -2.48762
C -1.34665 -3.42033 0.99578
N -5.05405 -2.40743 -2.38422
C -2.05665 2.85247 -3.40692
C -2.08055 1.45147 2.27858
H 1.85295 4.33937 -1.88222
N 2.24255 -2.22263 -0.73072
H 0.26505 6.19577 -1.59802
H -4.77365 0.30327 3.97828
C 1.98695 -4.84953 -0.16082
C 0.62955 -0.36963 -3.12612
H -3.37215 -4.22843 -2.79972
C -0.45745 2.76887 0.04058
C 1.49665 1.57677 2.50848
H 7.23845 1.08987 -0.39952
C 0.89905 -0.74753 2.31138
H -0.89295 3.15427 2.84718
C 5.15685 1.42667 -0.04132
C 0.66995 0.59027 1.97498
W -0.42255 -1.04413 -0.67702
C -2.51625 2.80727 4.22198
C 1.92725 -1.08683 3.17728
H -5.48735 -3.17983 -2.87112
C -0.34545 -4.29083 0.65078
H 1.32865 2.61297 2.22968
H -1.39725 -4.28123 -1.45952
H 2.66805 -4.50363 -0.93622
N -1.12835 0.95227 -2.29772
H -1.81255 5.86067 -0.31512
C -3.17045 0.64567 2.59748
H 1.62745 -5.85283 -0.37892
C 6.24125 0.69127 -0.50102
C 2.36925 -0.93443 -0.74962
C 2.73335 -0.09573 3.71548
O 1.77495 -0.51003 -3.44322
H 0.60015 1.61207 -5.11282
C 2.52145 1.23057 3.37698
H -2.96695 -4.73603 1.49208
C -2.03265 1.93367 -2.37032
C -1.36605 3.82497 0.17918
H -5.64735 -1.62253 -2.15202
C -3.60435 2.00297 4.53238
H -2.14895 -4.03733 2.86568
C -1.10235 2.76257 -4.41112
N 0.96125 -2.63533 -0.40292
H 3.15295 1.99737 3.79658
C -3.77725 -2.36743 -2.04952
C 3.68095 -0.33443 -0.75112
H 1.36865 2.13367 -0.91672
C 6.04935 -0.55473 -1.08462
C -0.15865 1.74137 -4.35662
H -2.77255 1.95987 -1.57332
H 5.31755 2.39007 0.41618
C 4.77805 -1.07093 -1.21392
C 0.86095 -3.89803 -0.00572
C -1.10925 5.04937 -0.41992
H -4.19675 2.21717 5.40798
H 2.09015 -2.12163 3.44168
N -2.99035 -3.42883 -2.29892
H -2.26575 3.64237 4.85838
C -2.49615 -3.82403 1.85508
C -3.92945 0.92517 3.72488
C 0.05445 5.23877 -1.14932
H 2.56195 -4.90733 0.76528
H 3.04425 1.47987 0.23208
C 3.88005 0.91987 -0.16122
H -1.05475 -3.43213 -2.83742
O -1.30945 -2.14463 0.56468
C 0.68125 2.95647 -0.74382
H -2.26955 3.66677 0.76278
H -0.39555 -5.30613 1.00988
C -0.22015 0.86197 -3.28932
O 1.24845 -0.18513 -0.58762
H 3.51845 -0.36273 4.40348
H 4.60985 -2.02793 -1.67842
C -1.74915 2.53337 3.10338
H 0.22725 -1.54333 1.95578
H -3.23225 -3.02573 1.90918
H -1.10455 3.46107 -5.23272
H -2.81145 3.62297 -3.41472
H -3.42045 -0.19173 1.94868
S -3.14095 -0.98233 -1.30222
N -1.61425 -3.41743 -1.97392
As -0.87095 0.94087 0.75698
C 0.94745 4.19167 -1.31242
H 6.89525 -1.12223 -1.43812
*
```

Its HOMO energy is -15.96 eV.

(6)
ORCA calculation (ωB97M-V/def2-TZVPD) on a molecular structure, C37H36BBeN3O2P.

Geometry as ORCA input:
```
! wB97M-V def2-TZVPD RIJCOSX def2/J DEFGRID3
* xyz 1 1
N -1.53872 0.78277 -0.55361
C 1.77729 0.87324 3.60007
C -3.81106 4.31523 -0.34754
N 2.25571 0.73896 -0.09102
H -1.08879 -9.23046 0.17050
C -2.60273 -7.11606 -0.48817
C 1.53953 0.82077 2.21014
C 3.90296 0.78764 1.77926
H 0.77712 0.97485 5.51628
H -1.39556 0.52521 -1.52854
P 0.09425 3.01781 -0.71144
H 4.73196 0.75597 1.08281
H 1.26046 -6.77352 -0.79748
C -1.27269 -7.09228 0.28347
C 1.76654 2.80823 -2.90992
C -0.18311 1.91403 -4.65954
C -1.71056 3.18142 -0.61098
O -0.81283 -2.12188 0.03159
H 0.44803 -8.42170 0.46561
C -0.60757 0.90670 3.89117
C 0.65882 4.72456 -0.36562
H 2.61572 -0.11336 -0.51952
C 0.55942 5.14588 0.96158
H 2.67389 1.51127 -0.59821
C -3.72962 1.91234 -0.22477
H -1.49091 0.94565 4.51171
H -5.51987 3.06387 -0.00649
C 1.14093 1.95868 -5.06527
H -2.11932 -4.51919 0.61370
H -1.94676 5.31822 -0.67884
C -0.49154 -8.35480 -0.08584
H 1.67692 8.31952 0.62830
C -2.36227 1.95757 -0.45449
H 0.18382 4.45959 1.71400
C -2.44189 4.36386 -0.55981
C 4.15029 0.83072 3.16561
Be 0.34194 0.55377 -0.03296
H -4.22680 0.95624 -0.10511
H -2.18315 -6.29619 2.10798
H -1.58472 2.32530 -3.09039
H 2.46491 -4.71648 -1.33910
H 2.52747 3.19470 -2.23765
O 1.28863 -2.17762 -0.84111
H -3.25590 -6.29302 -0.19739
C 0.85210 -3.46728 -0.65093
H -3.13234 -8.04937 -0.28818
H 3.14821 2.48396 -4.51524
C 3.11337 0.87562 4.05600
H 5.17247 0.82747 3.51763
H 3.30099 0.91179 5.12170
H 0.81473 6.76048 2.34416
C -0.74641 0.83700 2.49757
H 1.19989 5.30996 -2.36607
C -1.55612 -7.13168 1.79418
C -0.42965 -3.43480 -0.11555
H -4.37861 5.23550 -0.30940
H 1.41310 1.64234 -6.06321
N 0.28410 0.79855 1.68217
C -4.45120 3.09475 -0.17182
C -0.51019 -5.81345 -0.05291
H -2.42207 -7.04523 -1.56210
C 0.43409 2.75735 -2.48667
H 1.87050 7.57990 -1.72054
H -0.62252 -7.08952 2.35795
C -0.53960 2.31882 -3.37987
B 0.25745 -1.32475 -0.41366
C 1.13464 5.60797 -1.32852
C 0.64476 0.92242 4.44301
C 2.11663 2.42296 -4.19321
H -2.07331 -8.05774 2.05249
H -0.94527 1.56396 -5.34351
H -1.72344 0.81783 2.03125
C 1.47407 -4.66589 -0.90740
C 0.91366 6.43648 1.31641
C 1.50329 6.89665 -0.96589
C 1.39215 7.31317 0.35158
H -1.95647 -0.03246 -0.11262
C 2.61862 0.78600 1.30826
C -1.12483 -4.57973 0.19222
H -0.28023 -8.39751 -1.15580
C 0.77324 -5.82950 -0.59652
*
```

Its HOMO energy is -10.27 eV.

no.,largest force on an atom (eV Å⁻¹),energy (a.u.)
1,1.00,-6014.5705
2,3.85,-3937.1290
3,2.89,-3660.9839
4,0.39,-2975.2375
5,5.83,-4761.1631
6,0.97,-2127.2454